No. 1
Formula: C3H6N2OS2
Source: the Open Molecules 2025 dataset
Level of theory: wB97M-V/def2-TZVPD

XYZ file:
```
14
Properties=species:S:1:pos:R:3:forces:R:3
S 0.1635 1.5761 -0.1327 1.0 -1.8 0.3
S -1.7669 -1.6753 1.8158 -1.6 -1.2 2.3
O 1.3830 0.6574 -2.4432 -0.4 -0.9 2.2
N 2.3919 0.5938 -1.3997 -3.1 0.8 1.9
N -0.4312 0.3286 0.8667 -1.9 3.8 5.8
C -1.0761 -0.8489 0.6832 2.4 1.0 -3.1
C -0.7491 -1.3947 -0.6507 1.3 1.0 -4.4
C 1.8931 0.8716 -0.1946 1.5 2.3 -2.0
H 0.4337 0.5903 -1.9595 2.7 0.5 -1.3
H -1.3053 -0.8937 -1.6089 0.6 -1.2 2.5
H 2.5939 1.2386 0.6891 -1.4 -1.6 -2.0
H -0.7413 0.7907 1.8971 1.2 -1.9 -3.5
H -0.8875 -2.4646 -0.6640 -0.2 -0.1 -0.2
H 0.3653 -1.1576 -1.0332 -2.2 -0.8 1.5
```
Forces are in eV/Å.

Values from the calculation:
**LUMO level**: -0.388 eV
**HOMO**: -9.015 eV
**Orbital gap**: 8.628 eV
**2S+1**: 1
**Maximum force**: 7.2 eV/Å
**M**: 150.23 g/mol
**SMILES**: CC(=S)NS/C=N\O

Need the Löwdin charges? In units of e they are:
1 S 0.915
2 S 0.751
3 O -0.197
4 N -0.031
5 N -0.428
6 C -1.074
7 C -0.150
8 C -0.378
9 H 0.023
10 H 0.138
11 H 0.119
12 H 0.163
13 H 0.053
14 H 0.096

No. 2
Formula: C3H6N2P
Source: the Open Molecules 2025 dataset
Level of theory: wB97M-V/def2-TZVPD

XYZ file:
```
12
Properties=species:S:1:pos:R:3:forces:R:3
P -3.0324 -0.9776 0.4031 0.1 1.6 -0.8
N -0.0160 0.3905 0.4133 2.4 -1.5 -1.7
N 1.0815 0.4093 -0.1979 -0.3 1.6 1.5
C -1.0321 1.1664 0.1399 -3.7 0.2 0.3
C 1.8935 -0.7415 0.1470 -1.9 -0.4 1.8
C -2.1247 0.3808 0.1225 -0.6 -1.2 1.2
H -1.1267 2.1812 -0.0793 0.7 1.7 -0.6
H -3.0402 -1.1685 -1.0193 0.2 -0.4 0.2
H 2.5791 -0.7315 -0.6508 1.4 -1.2 -0.5
H 1.4784 1.2398 -0.7272 -0.8 -1.1 0.4
H 1.0808 -1.5619 0.2558 2.0 0.8 -0.7
H 2.2587 -0.5869 1.1931 0.4 -0.2 -1.1
```
Forces are in eV/Å.

Values from the calculation:
**LUMO level**: -6.125 eV
**HOMO**: -14.178 eV
**Orbital gap**: 8.052 eV
**Net charge**: +1
**2S+1**: 1
**Maximum force**: 3.7 eV/Å
**M**: 101.07 g/mol
**SMILES**: C/[NH+]=N/C=C=P

Need the Löwdin charges? In units of e they are:
1 P 0.943
2 N 0.054
3 N -0.005
4 C -0.210
5 C 0.001
6 C -0.369
7 H 0.107
8 H -0.079
9 H 0.080
10 H 0.220
11 H 0.138
12 H 0.120

What did the second record say?
Formula: C3H6N2P
Source: the Open Molecules 2025 dataset
Level of theory: wB97M-V/def2-TZVPD

XYZ file:
```
12
Properties=species:S:1:pos:R:3:forces:R:3
P -3.0324 -0.9776 0.4031 0.1 1.6 -0.8
N -0.0160 0.3905 0.4133 2.4 -1.5 -1.7
N 1.0815 0.4093 -0.1979 -0.3 1.6 1.5
C -1.0321 1.1664 0.1399 -3.7 0.2 0.3
C 1.8935 -0.7415 0.1470 -1.9 -0.4 1.8
C -2.1247 0.3808 0.1225 -0.6 -1.2 1.2
H -1.1267 2.1812 -0.0793 0.7 1.7 -0.6
H -3.0402 -1.1685 -1.0193 0.2 -0.4 0.2
H 2.5791 -0.7315 -0.6508 1.4 -1.2 -0.5
H 1.4784 1.2398 -0.7272 -0.8 -1.1 0.4
H 1.0808 -1.5619 0.2558 2.0 0.8 -0.7
H 2.2587 -0.5869 1.1931 0.4 -0.2 -1.1
```
Forces are in eV/Å.

Values from the calculation:
**LUMO level**: -6.125 eV
**HOMO**: -14.178 eV
**Orbital gap**: 8.052 eV
**Net charge**: +1
**2S+1**: 1
**Maximum force**: 3.7 eV/Å
**M**: 101.07 g/mol
**SMILES**: C/[NH+]=N/C=C=P

Need the Löwdin charges? In units of e they are:
1 P 0.943
2 N 0.054
3 N -0.005
4 C -0.210
5 C 0.001
6 C -0.369
7 H 0.107
8 H -0.079
9 H 0.080
10 H 0.220
11 H 0.138
12 H 0.120

Which of these has the highest HOMO?
C3H6N2OS2

The highest maximum force belongs to which entry?
C3H6N2OS2

Look up the maximum force of the second one.
3.7 eV/Å